Formula: C15H17NO3S2
Source: the OMol25 dataset
Level of theory: ωB97M-V/def2-TZVPD

Last column: Löwdin charge in e.
Geometry (Å):
H (2.0160, 1.6155, 0.9214)  0.106
C (1.5139, -0.8545, -0.8824)  -0.405
H (1.9891, -2.6398, -3.0357)  0.108
N (-0.4122, -3.8033, -1.1296)  -0.122
H (-0.2261, -5.8201, -1.8216)  -0.004
H (1.3970, 1.7120, -2.0056)  0.139
H (-1.9202, 6.8202, 2.9950)  0.160
C (0.6716, -1.9567, -0.7838)  -0.454
C (-1.1304, -3.4770, -0.1252)  -1.092
H (-0.0723, 6.5259, 4.1013)  0.140
H (3.2400, 0.9273, -0.1243)  0.086
C (1.8291, 2.2760, -1.1172)  0.004
H (2.0732, 4.0543, 0.7857)  0.091
S (-0.5961, -1.8755, 0.1787)  1.167
H (2.3794, 3.1807, -1.1841)  0.097
O (0.2966, 2.5846, -0.7683)  -0.112
O (1.2374, -0.0504, 0.1337)  -0.023
C (-0.1424, 3.4527, 0.2589)  -0.226
C (-0.9212, -5.1843, -1.9523)  0.107
S (-2.3420, -4.2739, 0.7258)  0.563
C (0.3573, -2.9915, -1.7011)  -0.312
H (-2.7293, 4.6899, 1.8473)  0.190
H (-2.1081, 3.1790, 0.0237)  0.153
H (-1.3872, 5.4618, 4.1816)  -0.083
H (-1.1339, -4.9080, -3.0589)  0.131
C (2.2510, 1.1573, -0.0356)  -0.013
C (0.6591, 4.9748, 2.3028)  -0.038
C (-0.6957, 5.0189, 2.3263)  -0.270
H (0.6226, -3.4488, -3.8336)  0.150
O (2.3838, -0.8234, -1.9985)  -0.078
C (-1.0518, 5.9957, 3.5390)  -0.029
H (1.6255, -4.2839, -2.7980)  -0.006
C (1.0138, 4.1341, 1.1530)  0.094
C (-1.3020, 3.6238, 0.5470)  -0.169
H (1.3671, 5.4990, 2.5619)  0.013
C (-1.5823, 4.3797, 1.4721)  -0.096
H (-1.7100, -5.5340, -1.2363)  0.025
C (1.2177, -3.4460, -2.7870)  0.010

Atoms 1-6, force components in eV/Å:
H 0.5277 0.1119 0.1369
C 3.6980 -0.9651 -6.2049
H -0.9909 -1.1673 0.7600
N -4.2500 -9.0021 -4.5346
H 5.4958 -4.3860 0.3378
H 2.0830 1.0857 0.3320

F_max ... 18.447 eV/Å
HOMO ... -7.618 eV
Kohn-Sham gap ... 7.08 eV
2S+1 ... 1


Formula: C15H17NO4
Source: the OMol25 dataset
Level of theory: ωB97M-V/def2-TZVPD

Last column: Löwdin charge in e.
Geometry (Å):
H (0.6688, -2.1183, -0.6183)  0.135
H (0.2499, 2.1348, -0.6525)  0.110
C (-1.0930, -0.2379, -1.2173)  -0.451
C (5.2910, 2.0515, -0.4045)  -0.059
H (4.6468, -1.9066, 1.4801)  0.091
C (-5.3054, -0.7758, 1.5954)  -0.064
O (4.1356, 0.3260, 0.8947)  -0.079
O (-1.3749, -1.1823, -1.9274)  0.069
C (-3.3955, 0.6035, -1.2588)  -0.092
C (0.2727, -0.0203, -0.6641)  -0.141
C (-4.3831, -0.9959, 0.5434)  -0.018
H (-6.3319, 1.1347, 2.0925)  0.116
H (5.6688, 1.3630, 1.6048)  0.126
C (4.3489, -2.3291, 0.5185)  -0.073
C (1.0613, -1.1347, -0.4150)  0.071
H (4.4530, 2.2189, -1.0768)  0.069
C (-5.6610, 0.5335, 1.5117)  -0.128
C (2.8818, 0.2471, 0.3493)  -0.181
H (5.9460, 1.3076, -0.8514)  0.079
H (-3.4328, -0.1590, -2.0418)  0.129
O (2.9579, -2.2330, 0.3086)  -0.061
C (2.3514, -1.0345, 0.0918)  -0.181
H (4.9113, -1.8413, -0.2810)  0.096
N (-1.9999, 0.7188, -0.8834)  0.075
C (-4.2504, 0.1977, -0.1032)  -0.262
C (0.8083, 1.2385, -0.4274)  -0.037
H (4.5621, -3.3981, 0.5086)  0.094
H (4.1876, 2.3251, 1.4497)  0.115
H (-3.7494, 1.5614, -1.6512)  0.130
H (-1.7674, 1.3887, -0.1682)  0.137
O (-5.0249, 1.1340, 0.4910)  0.042
H (5.8419, 2.9807, -0.2879)  0.078
H (-3.8869, -1.9106, 0.2929)  0.114
C (4.8094, 1.5661, 0.9594)  -0.240
H (-5.6532, -1.4943, 2.3087)  0.099
H (2.4823, 2.3495, 0.2395)  0.106
C (2.0945, 1.3586, 0.0647)  -0.015

Atoms 1-6, force components in eV/Å:
H -0.0239 -0.1213 -0.0352
H -0.0531 0.0766 -0.0291
C -0.0318 0.3205 0.0471
C -0.2131 -0.2310 0.2719
H -0.0123 -0.0740 -0.1256
C -0.2074 0.4989 0.1028

F_max ... 0.877 eV/Å
HOMO ... -8.286 eV
SMILES ... CCOc1ccc(C(=O)NCc2ccco2)cc1OC
Kohn-Sham gap ... 9.02 eV
2S+1 ... 1


Formula: C15H17NO4Yb
Source: the OMol25 dataset
Level of theory: ωB97M-V/def2-TZVPD

Last column: Löwdin charge in e.
Geometry (Å):
H (-3.0757, -1.2579, 4.7347)  0.131
C (1.9491, 0.1786, -0.4386)  -0.058
H (-2.3030, -3.4354, 2.9959)  0.177
H (-1.4655, -0.9789, 2.7076)  0.104
C (-0.9622, -1.8596, 3.1243)  -0.053
C (-1.8394, -0.0410, -0.1379)  0.030
C (-3.3352, -2.0220, 3.9894)  0.025
H (-0.9018, 0.3123, -4.5042)  0.100
C (1.2020, -4.5949, 1.7459)  0.023
H (0.9007, 0.3110, -4.5291)  0.102
C (-0.1252, -2.6337, 2.1283)  -0.169
C (0.2070, -2.1508, 0.8482)  -0.111
H (-4.0625, -2.7466, 4.3961)  0.128
H (0.4743, -3.9985, 3.7585)  0.138
H (2.0215, -4.8038, -0.2647)  0.143
O (-0.0268, 2.4787, -0.6615)  0.234
C (0.0031, -0.2152, -4.2167)  -0.023
H (-3.7088, -1.5556, 3.0606)  0.114
O (0.5644, 0.4452, 1.8013)  0.203
H (-0.9850, -2.9108, 5.5241)  0.126
C (-1.6671, -3.5492, 4.9367)  0.025
H (-0.3646, -1.5216, 3.9923)  0.162
C (0.8806, -2.9565, -0.0777)  -0.108
H (-0.9050, -2.1003, -3.8274)  0.094
C (0.0081, -1.5084, -3.8413)  -0.168
H (0.9223, -2.0960, -3.8585)  0.093
C (1.4044, -4.1888, 0.3995)  0.020
C (0.5172, -3.7818, 2.6595)  0.029
Yb (-0.0335, -0.8790, -1.5274)  1.183
H (-2.5763, -3.7430, 5.5355)  0.121
H (1.6125, -5.5230, 2.1577)  0.145
C (0.4880, -0.2699, 0.8595)  -0.281
N (-2.0685, -2.7560, 3.7173)  -0.179
C (-0.0152, 1.4691, -1.2017)  -0.063
H (-1.2193, -4.5304, 4.6656)  0.115
O (-2.3749, 0.3124, 0.8470)  0.160
H (1.1239, -2.6639, -1.1228)  0.076
O (2.7086, 0.7861, 0.2195)  0.211

Atoms 1-6, force components in eV/Å:
H -0.4361 -0.1421 -0.1677
C 5.1885 2.8116 2.2927
H 0.0466 -0.1500 -0.1154
H 0.1541 -0.3771 0.0844
C -0.3489 0.3190 0.7381
C -4.1155 1.8826 5.8852

F_max ... 7.424 eV/Å
HOMO (spin up / spin down) ... -19.269 / -19.352 eV
Total charge ... +3
Kohn-Sham gap (spin up / spin down) ... 7.51 / 6.47 eV
2S+1 ... 2


Formula: C15H17O4
Source: the OMol25 dataset
Level of theory: ωB97M-V/def2-TZVPD

Last column: Löwdin charge in e.
Geometry (Å):
C (-2.1836, 0.8446, -2.9075)  -0.100
C (0.1395, 0.0441, 1.0104)  -0.151
H (4.8460, 0.2894, 1.6118)  0.082
H (0.9512, 0.4231, 1.6525)  0.125
H (-0.6330, 2.0445, -1.9714)  0.116
C (-1.0534, 0.7724, 1.4185)  -0.253
H (4.0347, -1.9992, -0.2850)  0.117
H (5.6591, -0.1958, 0.1079)  0.075
H (5.6992, -1.2551, 1.5184)  0.071
C (1.7931, -0.7961, -0.4896)  -0.442
O (2.9513, -0.2519, -0.0507)  -0.006
C (3.8282, -1.2583, 0.4905)  -0.237
C (-3.1752, 1.3956, 2.1824)  -0.169
H (1.0409, 1.2232, -0.5522)  0.154
C (-0.9077, -1.3355, -1.7216)  -0.030
H (-3.6816, 1.1818, 3.1292)  0.103
C (-0.9926, 2.1398, 1.9358)  -0.527
H (3.3052, -1.7379, 1.3265)  0.130
C (5.0747, -0.5576, 0.9583)  -0.080
H (-2.4442, -2.5497, -2.6327)  0.093
O (-2.2544, 2.5031, 2.3712)  -0.050
H (-0.3485, -2.1828, -1.3293)  0.101
C (-0.4433, -0.0423, -1.4745)  -0.171
H (-0.0647, -1.0286, 1.1874)  0.131
C (-2.7207, -0.4388, -3.0584)  -0.120
O (1.7145, -1.9648, -0.8327)  0.070
O (-0.0213, 2.8779, 1.9986)  -0.020
H (-2.2368, -0.5523, 2.4976)  0.093
C (-1.0510, 1.0441, -2.1130)  -0.030
H (-3.6437, -0.5850, -3.6304)  0.090
H (-2.6465, 1.7017, -3.4046)  0.094
H (-2.8212, -0.3064, 0.8412)  0.095
C (-2.0659, -1.5350, -2.4880)  -0.093
C (0.6347, 0.2078, -0.4292)  -0.162
H (-3.9219, 1.6839, 1.4325)  0.107
C (-2.3611, 0.1961, 1.7000)  -0.205

Atoms 1-6, force components in eV/Å:
C 0.1109 -0.0551 0.0477
C -0.3228 -0.0072 1.2506
H -0.0692 -0.1288 -0.1139
H 0.2093 -0.4587 -0.0912
H -0.2499 -0.3037 0.0366
C 0.1254 3.8120 0.3743

F_max ... 4.512 eV/Å
HOMO ... -1.999 eV
Total charge ... -1
SMILES ... CCOC(=O)[C@H](CC1=C([O-])OCC1)c1ccccc1
Kohn-Sham gap ... 5.13 eV
2S+1 ... 1


Formula: C15H18
Source: the OMol25 dataset
Level of theory: ωB97M-V/def2-TZVPD

Last column: Löwdin charge in e.
Geometry (Å):
C (-1.1883, 1.3244, -1.4824)  -0.105
C (2.1493, 0.1788, -0.7162)  -0.049
H (-0.9847, -2.9199, -0.3815)  0.104
C (2.0456, 1.4264, -1.3376)  -0.099
H (-1.2065, 1.6555, 1.8082)  0.106
C (-1.8587, -2.3479, -0.7025)  -0.185
H (2.4913, 1.2466, 2.5094)  0.110
H (1.9455, 1.4941, -2.4109)  0.105
H (2.0981, -0.7050, -1.3369)  0.111
H (-1.0863, 3.0405, -0.2165)  0.100
H (-3.2798, -2.2379, 1.0464)  0.057
H (2.7973, -1.8778, 1.5471)  0.077
H (1.3881, -1.8239, 0.5909)  0.059
C (2.2163, 2.5413, -0.5445)  -0.122
C (1.9426, -1.2330, 1.3212)  -0.049
C (-1.6043, -0.8746, -0.5005)  -0.234
C (-1.2780, 1.1121, 0.8680)  -0.093
C (2.5173, 2.5046, 0.8124)  -0.077
H (2.1612, 3.5456, -0.9619)  0.101
H (-1.7423, -0.8086, 1.6448)  0.106
C (-1.3315, -0.0485, -1.5894)  -0.063
H (-2.0813, -2.5671, -1.7353)  0.100
C (2.2680, 0.1007, 0.6792)  -0.278
C (-1.5675, -0.2229, 0.7497)  -0.060
H (-0.7575, 1.9461, -2.2629)  0.100
C (-1.2036, 1.9701, -0.2371)  -0.081
H (2.7794, 3.3450, 1.4365)  0.099
H (-4.0048, -2.7523, -0.3325)  0.074
H (1.3196, -1.0517, 2.1942)  0.076
H (-1.4580, -0.5057, -2.5699)  0.109
C (2.3968, 1.2511, 1.4278)  -0.067
C (-3.0367, -2.8465, 0.1732)  -0.097
H (-2.8468, -3.8599, 0.5094)  0.065

Atoms 1-6, force components in eV/Å:
C 1.0971 1.0831 0.7666
C 0.0276 0.9790 -0.1171
H 0.1489 0.0928 -0.2655
C 0.7364 -0.9264 0.7837
H -0.1151 -0.7150 0.3195
C -0.6847 0.2606 1.6236

F_max ... 2.448 eV/Å
HOMO ... -8.675 eV
SMILES ... CCc1ccccc1.Cc1ccccc1
Kohn-Sham gap ... 9.61 eV
2S+1 ... 1


Formula: C15H18BFO8
Source: the OMol25 dataset
Level of theory: ωB97M-V/def2-TZVPD

Last column: Löwdin charge in e.
Geometry (Å):
H (3.8357, 0.9813, 3.1728)  0.103
H (1.4281, 2.1626, -4.0941)  0.103
C (0.2998, 0.9597, -2.5559)  -0.009
H (2.0150, -3.3553, 0.3867)  0.147
H (-4.0445, 0.4068, -0.1151)  0.071
F (2.6119, -2.0124, -1.9363)  0.072
C (1.7646, -2.2564, 0.4206)  0.053
C (0.1963, 0.9520, 1.1226)  -0.366
C (-2.0473, 1.6932, -2.1310)  -0.013
H (-2.7370, 3.4083, -3.4080)  0.097
H (2.7624, -2.5584, 5.2766)  0.051
O (-2.7502, -1.8255, -2.1909)  0.129
H (-4.8013, -1.2579, -0.4914)  0.077
O (1.9938, 2.6806, 2.7869)  0.142
C (-1.1349, -0.3777, -0.7327)  -0.273
C (0.2211, -2.1505, 0.0608)  -0.419
H (-2.0954, -1.5398, -2.8598)  0.115
H (-0.5057, 3.7054, -4.6751)  0.100
C (-1.8849, 2.7324, -3.1592)  -0.075
C (2.8188, 0.5080, 3.1991)  0.014
H (-3.0407, 1.6714, -1.6282)  0.100
H (1.3703, -2.1403, 4.8332)  0.052
H (2.8726, -0.3793, 2.5211)  0.058
O (2.2872, -1.8399, 4.8424)  -0.060
H (-3.6094, -1.0066, 0.9240)  0.080
B (-2.6254, -1.0002, -1.0553)  -0.405
C (-0.9526, 0.7620, -1.8152)  -0.110
C (2.6731, -1.5387, -0.6298)  -0.414
O (1.0659, 1.3265, 0.3906)  0.159
H (1.8682, -1.8552, 1.4537)  0.118
O (-0.1052, -1.3648, -1.0214)  0.023
H (-1.9340, 0.9936, 0.7569)  0.151
O (3.3741, -0.6502, -0.3003)  0.169
C (-1.1144, 0.2170, 0.7211)  -0.002
H (1.1738, 0.2958, -2.3499)  0.104
C (-3.8987, -0.7133, -0.1267)  -0.001
H (2.6864, 0.0934, 4.2534)  0.077
C (0.4652, 2.0067, -3.5461)  -0.057
C (-0.6399, 2.9232, -3.8882)  -0.072
O (0.3713, 1.1422, 2.5154)  0.064
O (-0.5374, -2.7950, 0.7308)  0.150
C (1.7023, 1.5202, 2.8223)  -0.439
H (-1.3992, -0.5247, 1.5196)  0.137

Atoms 1-6, force components in eV/Å:
H -1.3023 0.0303 -0.1710
H -0.9019 -0.4448 0.7665
C -0.8981 0.7144 -0.2827
H -0.3439 1.0820 0.2512
H -0.1848 -1.1362 0.0582
F -0.0714 0.3921 1.6962

F_max ... 3.041 eV/Å
HOMO ... -9.142 eV
SMILES ... CB(O)[C@@](CC(=O)OC(C)=O)(OC(=O)CC(=O)F)c1ccccc1.O
Kohn-Sham gap ... 9.33 eV
2S+1 ... 1